No. 1
{"formula": "C10H19I2N2O3", "method": "ωB97M-V/def2-TZVPD", "fmax_ev_per_a": 6.2, "lumo_energy_ev": 2.28, "energy_ev": -35999.044, "total_charge": -1, "orbital_gap_ha": 0.180, "species": ["C", "C", "I", "C", "I", "N", "C", "C", "C", "C", "N", "H", "H", "H", "H", "H", "H", "H", "H", "H", "H", "H", "H", "H", "H", "H", "C", "C", "O", "C", "O", "O", "H", "H", "H", "H"], "positions_angstrom": [[2.867157, -0.587938, 2.059513], [1.553074, -1.207836, 1.295284], [1.744562, -0.805068, -0.858442], [0.103581, -0.673196, 1.936782], [-0.011553, -1.541471, 3.982501], [0.122894, 0.839071, 1.951820], [-1.208128, 1.439003, 1.557555], [-2.507650, 0.842812, 2.359410], [-3.367983, -0.287845, 1.477552], [-3.816803, -1.591496, 2.375750], [-4.489840, -2.570153, 1.395559], [3.247218, 0.389475, 1.513237], [2.698239, -0.305193, 3.183533], [3.728287, -1.386471, 1.952550], [1.552647, -2.391148, 1.420871], [-0.725263, -1.154771, 1.264501], [-1.437220, 1.414282, 0.401935], [-1.144580, 2.596978, 1.839960], [-3.267588, 1.755240, 2.483427], [-2.270371, 0.481934, 3.451343], [-2.721332, -0.616138, 0.530875], [-4.342817, 0.204526, 1.056207], [-2.923091, -2.133777, 2.902060], [-4.650720, -1.337586, 3.186916], [-5.177297, -3.133280, 1.968242], [-3.782455, -3.300321, 1.084028], [2.625513, 2.395053, -4.750229], [3.874729, 1.711019, -5.202499], [3.802631, 0.448596, -4.567515], [2.484099, 0.210734, -4.305694], [2.040788, -0.857096, -3.917236], [1.726839, 1.322898, -4.536178], [2.233261, 3.085450, -5.501980], [2.762247, 2.935212, -3.807565], [3.899889, 1.560594, -6.286951], [4.777036, 2.247905, -4.897121]], "forces_ev_per_angstrom": [[0.6, 0.2, -0.7], [-0.2, -0.8, 2.8], [-0.4, -0.3, 1.1], [1.2, 4.4, -4.3], [-0.1, -0.8, 0.8], [-1.6, -3.5, -0.7], [0.2, 0.4, 1.1], [-1.5, 0.8, -0.5], [0.4, 0.1, 0.7], [-0.1, 0.0, -0.6], [0.4, -1.3, 1.4], [-1.0, -2.0, 1.1], [0.0, -0.8, -2.2], [-1.6, 1.6, 0.4], [0.1, 2.5, -0.5], [1.2, 0.6, 1.6], [0.3, -0.1, 1.8], [-0.1, -2.3, -0.6], [1.5, -1.8, -0.1], [-0.2, 0.5, -2.3], [-1.4, 0.5, 2.2], [1.8, -1.0, 0.8], [-1.5, 1.5, -0.8], [2.0, -0.2, -1.7], [1.0, 0.7, -0.9], [-1.0, 1.4, 0.5], [-0.3, 1.1, 0.1], [0.9, 0.4, -0.5], [-0.7, -0.2, 0.2], [-1.1, -2.4, 1.0], [1.1, 2.5, -1.2], [0.4, -0.8, 0.0], [-0.1, -0.2, 0.1], [0.0, -0.1, -0.1], [0.0, 0.0, 0.1], [-0.1, -0.2, 0.0]]}


No. 2
{"formula": "C10H19MoNSi", "method": "ωB97M-V/def2-TZVPD", "fmax_ev_per_a": 9.6, "lumo_energy_ev": [-0.61, -0.39], "energy_ev": -21898.354, "total_charge": 0, "multiplicity": 3, "orbital_gap_ha": [0.240, 0.259], "species": ["C", "C", "C", "C", "C", "Mo", "N", "C", "C", "H", "H", "H", "H", "H", "H", "H", "H", "H", "H", "C", "Si", "C", "C", "H", "H", "H", "H", "H", "H", "H", "H", "H"], "positions_angstrom": [[1.310621, -0.941193, 2.619585], [1.643223, -1.978255, 1.673274], [0.415781, -2.533792, 1.159890], [-0.685477, -1.823575, 1.777780], [-0.126595, -0.849512, 2.692702], [0.437733, -0.426120, 0.617592], [1.235112, 1.449902, 0.410144], [2.324761, 1.386320, -0.469481], [2.323911, -0.161673, -0.701606], [0.328044, -3.364963, 0.468984], [2.642354, -2.306111, 1.412498], [-1.735622, -2.044961, 1.646011], [-0.692969, -0.204685, 3.354765], [2.015744, -0.372876, 3.215894], [3.172855, -0.660263, -0.218451], [3.259461, 1.750233, -0.014307], [0.993272, 2.345684, 0.827450], [2.170574, -0.474327, -1.738463], [2.181030, 1.950002, -1.410137], [-0.753783, 0.133574, -2.653870], [-1.271476, 0.516487, -0.871703], [-1.642348, 2.369249, -0.813623], [-2.863427, -0.405194, -0.446459], [0.183482, 0.643834, -2.913786], [-1.539811, 0.467772, -3.345481], [-0.600444, -0.945128, -2.790370], [-2.424613, 2.615946, -1.546700], [-1.997179, 2.667511, 0.181700], [-0.749856, 2.963975, -1.050070], [-3.669618, -0.092909, -1.123299], [-2.720636, -1.489513, -0.536967], [-3.164103, -0.185439, 0.586508]], "forces_ev_per_angstrom": [[-0.9, -1.6, 0.4], [-0.7, -0.6, 1.0], [-0.2, -0.7, 1.2], [0.2, -1.2, 1.2], [0.2, -1.0, 0.7], [5.4, 6.9, -3.8], [-2.3, -0.9, 1.4], [1.1, -1.4, -0.9], [-0.6, 0.1, 0.5], [0.0, 0.2, 0.1], [-0.3, 0.2, 0.0], [0.2, 0.1, 0.0], [0.1, -0.1, -0.2], [-0.2, 0.1, -0.4], [-0.1, 0.2, -0.5], [-0.1, 0.0, -0.1], [0.0, 0.0, -0.2], [0.2, 0.0, 0.2], [-0.1, -0.1, 0.3], [-0.1, 0.0, -0.1], [-1.1, -0.4, -0.2], [0.0, 0.1, 0.1], [-0.5, 0.2, -0.5], [-0.2, -0.1, 0.0], [0.2, -0.1, 0.0], [0.0, 0.2, 0.0], [0.1, 0.0, 0.2], [0.0, 0.0, -0.2], [-0.2, -0.1, 0.0], [-0.1, -0.2, 0.2], [-0.1, 0.2, 0.0], [0.0, 0.0, -0.2]]}


No. 3
{"formula": "C10H19N3", "method": "ωB97M-V/def2-TZVPD", "fmax_ev_per_a": 4.0, "lumo_energy_ev": 0.75, "energy_ev": -15147.219, "total_charge": 0, "smiles": "Cn1cc(CCN)nc1C(C)(C)C", "e_above_lowest_kj_mol": 57.2, "orbital_gap_ha": 0.331, "species": ["C", "C", "C", "C", "C", "C", "C", "C", "C", "C", "H", "H", "H", "H", "H", "H", "H", "H", "H", "H", "H", "H", "H", "H", "H", "H", "H", "H", "H", "N", "N", "N"], "positions_angstrom": [[-1.881014, 2.249051, -0.174048], [0.706068, 1.978554, 0.038393], [1.467916, 0.879305, 0.020719], [2.909181, 0.731009, 0.336619], [3.427652, -0.439839, -0.362630], [-0.521126, 0.158079, -0.093960], [-1.712011, -0.788214, -0.014256], [-1.128905, -2.171121, 0.085759], [-2.566321, -0.565998, -1.261171], [-2.575187, -0.530339, 1.278665], [-1.704484, 3.272519, 0.119968], [-2.328752, 2.196836, -1.128750], [-2.521441, 1.965388, 0.623611], [0.859744, 3.057321, -0.199261], [3.038618, 0.515310, 1.410097], [3.379122, 1.703946, 0.160270], [2.869349, -1.298903, -0.167373], [3.294687, -0.398436, -1.441029], [4.902167, -0.986850, 0.921221], [5.255197, -1.366133, -0.547623], [-0.757102, -2.423519, 1.056633], [-0.577629, -2.375360, -0.802936], [-2.030978, -2.897172, 0.029102], [-1.842633, -0.219127, -2.006639], [-3.097632, -1.425247, -1.658515], [-3.362485, 0.136381, -1.026610], [-1.940393, -0.573493, 2.129361], [-3.160410, 0.365577, 1.241995], [-3.305224, -1.478884, 1.380163], [-0.607400, 1.553926, 0.076030], [4.840579, -0.560384, -0.037256], [0.670857, -0.264168, 0.013451]], "forces_ev_per_angstrom": [[2.0, 1.2, 2.1], [-1.2, 2.6, -0.8], [0.5, -1.0, 1.2], [-1.2, 1.1, 0.6], [1.8, 0.1, -1.7], [-2.5, 1.2, 2.2], [-0.6, 0.9, 1.1], [-3.6, -1.8, -0.5], [0.2, -0.1, -0.2], [-1.0, -3.2, -1.2], [0.2, 0.7, -0.5], [-0.1, -0.3, -1.1], [-1.0, -0.6, 0.2], [0.3, -1.1, 0.8], [-0.2, 0.3, -0.1], [0.5, -0.4, -0.3], [-1.0, -1.4, 1.0], [0.3, 0.6, -0.4], [-0.1, 1.0, -0.8], [-0.4, 0.9, -0.1], [1.2, 0.2, 0.2], [1.1, -0.4, -0.1], [1.1, 1.0, -0.1], [-0.8, 0.2, -0.4], [0.2, -0.5, 0.2], [0.2, 0.4, -0.4], [0.5, 0.2, 0.9], [-0.3, 0.3, 0.1], [1.4, 2.2, -0.2], [-1.1, -2.3, -2.1], [1.3, -2.3, 0.9], [2.0, 0.4, -0.6]]}